[1]
C4H7BrN2 | ωB97M-V/def2-TZVPD

Atoms and positions in Å:
1 C 0.292 -0.921 -0.282
2 C -0.770 2.148 0.197
3 C 1.570 -1.670 -0.357
4 C -1.323 -0.005 1.081
5 N 0.214 1.895 -0.457
6 N -0.193 -0.602 0.860
7 Br -2.853 -0.125 -0.182
8 H -0.256 -0.762 -1.213
9 H -1.458 2.917 0.486
10 H 1.426 -2.583 -0.934
11 H 2.337 -1.082 -0.861
12 H 1.912 -1.924 0.642
13 H -1.669 0.208 2.073
14 H 0.768 2.505 -1.052

Its maximum force is 3.72 eV Å⁻¹. Its orbital gap (spin up / spin down) is 7.7502 / 7.7507 eV. The HOMO energy (spin up / spin down) is -7.49 / -7.49 eV. The energy relative to the best compared isomer or geometry (same formula, charge and spin) is 59.4 kcal/mol. For the total energy, the calculation gives -77280.3706 eV.


[2]
C4H7BrN2O | ωB97M-V/def2-TZVPD

Atoms and positions in Å:
1 C -0.924 -2.214 0.136
2 N 0.350 -1.784 -0.139
3 N 1.357 -1.264 0.767
4 C 0.963 -0.696 -0.468
5 O 0.954 0.203 -1.236
6 H -1.538 -1.644 0.892
7 H -1.514 -2.368 -0.890
8 H -0.748 -3.242 0.440
9 H 0.889 -0.771 1.572
10 C 0.661 2.722 -0.240
11 C -0.410 1.967 -0.269
12 Br -1.414 1.497 1.218
13 H 1.084 3.132 0.611
14 H 1.266 2.837 -1.150
15 H -0.976 1.625 -1.245

As for the SMILES: CN1NC1=O.C=CBr. Its maximum force is 3.85 eV Å⁻¹. Its orbital gap is 9.7801 eV. The HOMO energy is -9.11 eV. The energy relative to the best compared isomer or geometry (same formula, charge and spin) is 62.2 kcal/mol. For the total energy, the calculation gives -79327.1239 eV.


[3]
C4H7BrO | ωB97M-V/def2-TZVPD

Atoms and positions in Å:
1 C -1.417 -1.201 0.218
2 C -0.373 -0.829 -0.540
3 C 1.449 0.731 0.774
4 C 0.020 0.521 -0.750
5 O -0.942 1.531 -0.326
6 Br 3.085 0.050 -0.086
7 H -1.599 -2.185 0.020
8 H -2.072 -0.497 0.738
9 H 0.082 -1.716 -0.947
10 H 1.568 1.763 0.801
11 H 1.166 0.119 1.566
12 H 0.677 0.734 -1.530
13 H -1.643 0.980 0.063

Its maximum force is 5.92 eV Å⁻¹. Its orbital gap is 8.9841 eV. The HOMO energy is -8.53 eV. The energy relative to the best compared isomer or geometry (same formula, charge and spin) is 73.5 kcal/mol. For the total energy, the calculation gives -76348.0402 eV.


[4]
C4H7BrO3S | ωB97M-V/def2-TZVPD

Atoms and positions in Å:
1 C 0.511 0.732 -0.345
2 C 0.594 1.115 1.072
3 C -1.336 -1.696 0.192
4 C 1.784 0.417 -0.980
5 O -0.460 0.922 -1.076
6 O 1.338 -1.817 1.176
7 O 0.878 -3.014 -0.945
8 S 0.604 -1.884 -0.090
9 Br 3.418 0.176 -0.112
10 H 0.876 0.279 1.808
11 H -0.377 1.524 1.495
12 H 1.297 1.844 1.014
13 H -1.563 -2.471 0.870
14 H -1.353 -0.703 0.517
15 H -1.513 -1.893 -0.873
16 H 1.810 0.649 -2.067

Its maximum force is 5.06 eV Å⁻¹. Its orbital gap (spin up / spin down) is 7.4417 / 7.3280 eV. The HOMO energy (spin up / spin down) is -9.07 / -9.15 eV. The energy relative to the best compared isomer or geometry (same formula, charge and spin) is 62.2 kcal/mol. For the total energy, the calculation gives -91277.6203 eV.


What did the first record say?
C4H7BrN2 | ωB97M-V/def2-TZVPD

Atoms and positions in Å:
1 C 0.292 -0.921 -0.282
2 C -0.770 2.148 0.197
3 C 1.570 -1.670 -0.357
4 C -1.323 -0.005 1.081
5 N 0.214 1.895 -0.457
6 N -0.193 -0.602 0.860
7 Br -2.853 -0.125 -0.182
8 H -0.256 -0.762 -1.213
9 H -1.458 2.917 0.486
10 H 1.426 -2.583 -0.934
11 H 2.337 -1.082 -0.861
12 H 1.912 -1.924 0.642
13 H -1.669 0.208 2.073
14 H 0.768 2.505 -1.052

Its maximum force is 3.72 eV Å⁻¹. Its orbital gap (spin up / spin down) is 7.7502 / 7.7507 eV. The HOMO energy (spin up / spin down) is -7.49 / -7.49 eV. The energy relative to the best compared isomer or geometry (same formula, charge and spin) is 59.4 kcal/mol. For the total energy, the calculation gives -77280.3706 eV.


Question: Which value of maximum force does entry 3 give?
Answer: 5.92 eV Å⁻¹


Question: The lowest total energy belongs to which entry?
Answer: C4H7BrO3S


Question: What is the maximum force in the first record?
Answer: 3.72 eV Å⁻¹